# 1
Density functional theory data (the ωB97M-V functional and the def2-TZVPD basis) for a structure of composition C12H30OP2PbSi.

As for the total energy: -46659.34611 eV. As for the charge: +2. The lowest unoccupied orbital energy (alpha / beta) is -9.37 / -9.35 eV. The value obtained for the HOMO-LUMO gap (alpha / beta) is 5.22 / 5.24 eV. Its multiplicity is 1.

Last column: Mulliken charge in e.
Element x y z (Å)
Pb: 0.64264 0.01255 -2.76942  0.465
H: -0.80628 -0.71393 0.02943  -0.024
H: -0.83731 0.63852 0.07013  0.071
P: -0.03650 -2.53832 -1.92276  0.627
P: -0.03832 2.54459 -1.89857  0.658
C: 1.43517 3.40865 -1.20898  -1.180
H: 1.39096 4.46848 -1.46823  0.446
H: 1.42435 3.28061 -0.12175  0.333
H: 2.35059 2.95929 -1.61145  0.343
C: 0.00663 2.88928 -3.68909  -1.306
H: -0.85004 2.41216 -4.17213  0.418
H: -0.01260 3.95259 -3.90344  0.407
H: 0.90999 2.47064 -4.14954  0.411
C: -1.53350 3.36880 -1.27050  -1.208
H: -1.55737 3.26537 -0.18313  0.368
H: -1.52753 4.42268 -1.54386  0.437
H: -2.41036 2.87846 -1.69998  0.353
C: 0.18422 -2.87111 -3.70344  -1.317
H: 0.14788 -3.93050 -3.93125  0.416
H: -0.60021 -2.36134 -4.26878  0.416
H: 1.14463 -2.48067 -4.05995  0.422
C: 1.33518 -3.44847 -1.08982  -1.187
H: 1.20915 -3.33030 -0.00816  0.329
H: 1.29015 -4.50413 -1.36877  0.451
H: 2.29727 -3.01545 -1.38921  0.340
C: -1.60930 -3.32562 -1.47086  -1.187
H: -2.42389 -2.80724 -1.98129  0.348
H: -1.60458 -4.37637 -1.75439  0.436
H: -1.74780 -3.23632 -0.39120  0.375
C: 1.20563 -0.00720 -0.21614  0.121
O: 2.22102 -0.00158 0.35680  -0.256
H: -1.32608 -0.01001 -2.71000  -0.040
C: 1.53351 -0.88440 4.33077  -0.896
Si: -0.01886 0.00032 3.71232  -0.203
C: -1.54692 -0.89576 4.36162  -0.881
C: 0.00361 1.78042 4.34488  -0.913
C: -0.13332 -0.00043 1.98328  -0.689
C: -0.10909 -0.01296 0.59180  1.403
H: 1.57457 -0.90204 5.44228  0.318
H: 2.45234 -0.38016 3.95423  0.321
H: 1.55888 -1.93514 3.96303  0.328
H: -1.58074 -0.91830 5.47080  0.324
H: -2.46122 -0.38917 3.98044  0.304
H: -1.56146 -1.93944 3.97653  0.312
H: 0.90158 2.31806 3.96629  0.329
H: -0.89164 2.32263 3.96652  0.343
H: 0.00497 1.82224 5.45493  0.315

=====

# 2
Density functional theory data (the ωB97M-V functional and the def2-TZVPD basis) for a structure of composition C12H31BInNO4P2.

As for the total energy: -47034.51120 eV. As for the charge: +2. The lowest unoccupied orbital energy is -10.77 eV. The value obtained for the HOMO-LUMO gap is 3.15 eV. Its multiplicity is 1.

Last column: Mulliken charge in e.
Element x y z (Å)
C: 3.82319 -2.01558 1.10428  -0.728
O: 2.74973 -2.16328 0.18204  -0.381
C: 3.07546 -1.75659 -1.14428  -0.816
C: 2.24094 -0.52101 -1.55276  0.161
C: 2.86899 0.76600 -0.94579  -1.081
C: 2.35328 0.97479 0.50792  -0.173
C: 1.81839 2.39156 0.80052  -0.970
C: 0.85225 2.94442 -0.27197  -1.260
C: -0.14222 1.89132 -0.78590  1.565
C: -1.59636 2.38052 -0.72907  -0.696
C: -2.59074 1.54229 -1.54907  -1.081
C: -2.33381 0.02350 -1.54745  -0.772
C: -2.95734 -0.73916 -0.34738  -0.767
B: -1.77724 -1.12480 0.74222  0.741
P: -2.00320 -0.17928 2.44565  0.667
N: -2.80625 1.24201 2.36965  -0.500
O: -0.58115 0.19278 3.01377  -0.367
P: -1.85210 -3.05938 1.09287  -0.162
O: -3.55741 -3.54925 1.16742  -0.399
O: -1.03341 -3.91736 -0.09994  -0.441
H: 4.51813 -1.22405 0.81557  0.341
H: 4.36451 -2.94621 1.28725  0.273
H: 3.38269 -1.68797 2.05148  0.236
H: 4.13822 -1.55876 -1.27966  0.453
H: 2.75498 -2.56928 -1.80551  0.401
H: 1.24702 -0.71381 -1.12969  -0.336
H: 2.13146 -0.46612 -2.63756  0.447
H: 3.94160 0.58932 -0.86044  0.589
H: 2.73795 1.64467 -1.57528  0.453
H: 1.60878 0.22155 0.77581  0.076
H: 3.19074 0.80585 1.18811  0.588
H: 1.25163 2.32389 1.74508  0.124
H: 2.62123 3.10959 0.96601  0.418
H: 0.29606 3.76971 0.18483  0.487
H: 1.44115 3.37928 -1.07852  0.377
H: 0.09280 1.67178 -1.82993  0.388
H: -0.09696 0.98099 -0.18414  -1.252
H: -1.88439 2.50932 0.32355  -0.038
H: -1.61054 3.38982 -1.15024  0.542
H: -2.71055 1.88733 -2.57505  0.418
H: -3.57614 1.69391 -1.08830  0.337
H: -1.28320 -0.25714 -1.65677  0.380
H: -2.84432 -0.37901 -2.42932  0.505
H: -3.84389 -0.24479 0.06051  0.505
H: -3.33426 -1.68728 -0.74303  0.322
H: -0.65058 -0.95309 0.36165  -0.104
H: -2.15130 2.02448 2.33920  0.362
H: -3.47441 1.30318 1.60187  0.371
H: -0.53315 1.14494 3.23282  0.348
H: -3.95210 -3.67571 0.27972  0.425
H: -1.56939 -4.07168 -0.89909  0.390
In: -2.75475 -5.33821 1.25633  0.636

=====

# 3
Density functional theory data (the ωB97M-V functional and the def2-TZVPD basis) for a structure of composition C12H31NO15S3V.

As for the total energy: -103338.37420 eV. As for the charge: -1. The lowest unoccupied orbital energy is 1.67 eV. The value obtained for the HOMO-LUMO gap is 6.33 eV. Its multiplicity is 1.

Last column: Mulliken charge in e.
Element x y z (Å)
O: 0.69499 1.31757 1.72163  -0.268
V: 1.06492 0.21689 0.66322  1.091
O: 1.74552 1.01546 -0.54419  -0.646
C: 4.75715 -1.12466 0.20957  -1.191
C: 4.13314 -0.50934 1.44743  0.648
C: 4.44069 0.96367 1.52715  -1.304
O: 2.78976 -0.79544 1.65821  -0.667
H: 5.84443 -1.03240 0.13772  0.465
H: 4.30125 -0.63090 -0.65589  0.137
H: 4.57634 -2.20125 0.22967  0.236
H: 4.71599 -1.04300 2.21926  0.171
H: 5.51212 1.19832 1.57492  0.423
H: 3.96276 1.53867 2.32044  0.224
H: 4.15474 1.45492 0.58765  0.224
N: -0.32081 -1.61112 2.95891  0.850
O: -0.33179 -1.41429 1.70324  -0.558
O: 0.64834 -2.16848 3.50645  -0.591
O: -1.31111 -1.31045 3.66217  -0.625
O: -3.34974 0.06390 -0.13285  -0.688
S: -2.22207 0.72657 -0.75257  1.031
O: -0.91871 0.80512 -0.16536  -0.132
O: -1.97927 0.03546 -2.19193  -0.017
C: -3.13267 -0.31354 -2.97921  -0.554
C: -3.31330 0.60456 -4.19405  -1.075
C: -2.68902 2.41337 -1.32550  -1.073
H: -4.02950 -0.36565 -2.36064  0.463
H: -2.96342 -1.34094 -3.30213  0.378
H: -4.01527 0.04626 -4.81432  0.389
H: -2.34016 0.64507 -4.68529  0.279
H: -3.64971 1.61818 -3.99598  0.271
H: -2.06901 2.60837 -2.19697  0.332
H: -2.52512 3.07731 -0.48076  0.285
H: -3.72137 2.45617 -1.66671  0.399
O: 1.38066 -1.46145 -0.88581  -0.053
S: 1.50654 -2.32242 -2.00533  0.807
O: 2.81529 -2.64724 -2.47747  -0.667
O: 0.62544 -3.65248 -1.75264  -0.167
C: 0.47339 -4.56664 -2.84222  -0.188
C: 0.89166 -5.97058 -2.30937  -1.231
C: 0.66878 -1.53871 -3.42122  -0.906
H: 1.01858 -4.41842 -3.77176  0.310
H: -0.59455 -4.65316 -3.03785  0.309
H: 1.88025 -6.29230 -2.63659  0.313
H: 0.21574 -6.71300 -2.74055  0.364
H: 0.83279 -6.01998 -1.22515  0.300
H: -0.39891 -1.49461 -3.23006  0.095
H: 0.80623 -2.18277 -4.29365  0.481
H: 1.14390 -0.61164 -3.73009  0.380
O: -1.66905 1.13772 5.39921  -0.566
S: -1.95977 2.23504 4.50527  1.113
O: -2.71017 3.41534 4.89430  -0.646
O: -0.54123 2.70961 3.87465  -0.234
C: -0.25055 4.08624 3.72536  -0.472
C: -0.78348 4.70859 2.46631  -0.862
C: -2.70288 1.58204 2.93644  -0.469
H: 0.84061 4.15463 3.74519  0.377
H: -0.50637 4.67788 4.60824  0.409
H: -0.48290 5.71392 2.17450  0.447
H: -1.85893 4.83777 2.63994  0.269
H: -0.59109 4.01100 1.64847  0.060
H: -3.02768 2.44378 2.35935  0.274
H: -3.51032 0.93330 3.27055  0.490
H: -1.97207 0.95414 2.42871  -0.240

=====

# 4
Density functional theory data (the ωB97M-V functional and the def2-TZVPD basis) for a structure of composition C12H32AsBaF6N2O9P.

As for the total energy: -121500.99928 eV. As for the charge: -1. The lowest unoccupied orbital energy (alpha / beta) is 1.60 / 1.60 eV. The value obtained for the HOMO-LUMO gap (alpha / beta) is 5.19 / 4.96 eV. Its multiplicity is 2.

Last column: Mulliken charge in e.
Element x y z (Å)
Ba: -2.46261 0.10055 -0.39000  1.873
O: -4.94371 0.76572 -0.84827  -0.454
H: -5.47451 0.90494 -0.03994  0.314
O: -3.19393 -1.17605 -2.51900  -0.904
H: -2.97447 -2.03396 -2.93172  0.038
O: -2.22971 2.05020 -2.05727  -0.895
H: -1.51604 2.56748 -2.47873  -0.041
As: -3.78711 3.34483 1.78179  1.939
F: -5.16713 4.14754 2.62083  -0.510
F: -2.92359 4.85919 1.57426  -0.469
F: -2.54220 2.37627 0.90191  -0.387
F: -4.64080 1.72747 1.92729  -0.552
F: -4.79955 3.61874 0.34006  -0.465
F: -2.86284 3.06171 3.37246  -0.532
C: -0.95240 -1.42905 2.65735  -0.254
O: -1.72266 -0.78611 1.92660  -0.513
N: 0.37637 -1.19903 2.79923  0.410
C: 1.14288 -0.11140 2.27947  -0.610
C: 1.08930 -2.00968 3.76780  -1.066
H: -1.33913 -2.25536 3.27367  0.342
H: 0.83244 0.41357 1.37607  -0.029
H: 2.04238 -0.67037 2.02153  0.289
H: 1.34470 0.48524 3.16907  0.355
H: 1.88066 -2.53346 3.23161  0.399
H: 1.49957 -1.58475 4.68389  0.305
H: 0.47171 -2.84841 4.08907  0.304
C: -0.13298 -3.19626 -0.18110  0.219
O: -0.84613 -2.17439 -0.51379  -0.419
N: -0.73586 -4.29808 0.33260  0.222
C: 0.07168 -5.28088 0.90273  -1.106
C: -2.10689 -4.42725 0.74997  -0.977
H: 0.95713 -3.30964 -0.28608  -0.001
H: 1.09155 -5.23402 0.52091  0.361
H: -0.41816 -6.21919 0.64250  0.394
H: 0.10752 -5.20004 1.98914  0.302
H: -2.46996 -5.28521 1.31582  0.383
H: -2.48189 -3.60755 1.36281  0.251
H: -2.74806 -4.21559 -0.10572  0.368
C: 3.76576 -1.71804 -1.79222  -1.367
C: 2.53508 -0.78999 -1.38759  0.313
O: 2.73473 0.59294 -1.26975  -0.444
P: 1.43425 1.54143 -1.16961  -0.004
O: 0.17149 0.71586 -0.98287  0.635
O: 1.84246 2.67160 -0.10242  -0.437
C: 0.84164 3.36099 0.51747  0.316
C: 1.00335 4.85559 0.23780  -1.403
O: 1.36163 2.39186 -2.56143  -0.379
C: 1.50407 1.81121 -3.80761  -0.234
C: 3.02661 1.84938 -4.12341  -1.024
H: 3.66243 -2.78572 -1.59857  0.341
H: 3.79489 -1.47151 -2.85357  0.383
H: 4.64278 -1.36630 -1.24889  0.309
H: 1.66468 -0.98890 -2.01283  0.462
H: 2.34705 -0.99314 -0.33332  -0.210
H: -0.12607 3.01844 0.15102  -0.077
H: 0.80414 3.05140 1.56191  0.394
H: 0.02588 5.31717 0.37777  0.344
H: 1.75124 5.39205 0.82173  0.353
H: 1.24865 5.21554 -0.76138  0.318
H: 1.15753 0.80415 -4.03964  0.207
H: 0.92562 2.48816 -4.43629  0.441
H: 3.44870 2.84708 -4.00292  0.322
H: 3.61647 1.35663 -3.35052  0.177
H: 3.37933 1.49424 -5.09169  0.379

=====

Maximum force list, top to bottom, in eV/A: 5.7 8.3 3.7 5.8